(1)
Below is an isolated molecule of C25H28F6O4S, with properties calculated with the ωB97M-V functional and the def2-TZVPD basis.

Geometry as ORCA input:
```
! RIJCOSX wB97M-V def2-TZVPD def2/J DEFGRID3
* xyz 0 1
C 3.946 -0.297 2.971
C 3.704 0.078 1.522
C 4.349 -0.507 0.460
C 4.038 -0.091 -0.819
C 3.104 0.879 -1.091
C 2.885 1.271 -2.556
C 2.103 0.221 -3.393
C 4.311 1.391 -3.213
C 2.430 1.465 -0.018
O 1.504 2.458 -0.307
C 0.365 2.494 0.526
C -0.961 1.918 -0.040
C -1.461 2.648 -1.313
C -0.635 2.433 -2.567
F -2.757 2.244 -1.629
C -2.039 2.249 1.074
C -2.554 1.029 1.871
C -1.467 0.038 2.286
C -2.143 -1.204 2.926
F -2.990 -0.818 3.916
F -1.160 -1.981 3.484
C -2.883 -2.084 1.937
C -4.268 -2.067 1.895
C -4.934 -2.841 0.980
C -4.283 -3.649 0.082
C -2.905 -3.688 0.135
C -2.062 -4.529 -0.806
F -0.949 -4.959 -0.189
F -1.629 -3.745 -1.829
F -2.740 -5.539 -1.360
C -2.240 -2.920 1.056
O -0.640 -0.460 1.228
S -0.964 0.127 -0.232
O -2.192 -0.347 -0.781
O 0.125 -0.271 -1.064
C 2.775 1.057 1.246
H 3.895 0.606 3.589
H 3.130 -0.941 3.328
H 4.898 -0.817 3.101
H 5.077 -1.291 0.657
H 4.583 -0.588 -1.615
H 2.475 2.283 -2.626
H 2.703 -0.068 -4.264
H 1.897 -0.694 -2.836
H 1.188 0.680 -3.774
H 4.272 1.922 -4.169
H 4.614 0.364 -3.457
H 5.067 1.765 -2.518
H 0.502 2.046 1.515
H 0.144 3.556 0.703
H -1.554 3.709 -1.036
H -1.168 2.949 -3.379
H 0.361 2.871 -2.520
H -0.653 1.371 -2.819
H -1.567 2.917 1.811
H -2.882 2.808 0.663
H -3.358 0.560 1.294
H -3.022 1.404 2.788
H -0.870 0.480 3.097
H -4.814 -1.442 2.594
H -6.021 -2.798 0.981
H -4.793 -4.245 -0.669
H -1.153 -2.934 1.080
H 2.268 1.523 2.094
*
```

Output
gap between HOMO and LUMO	8.87	eV
E_LUMO	0.367	eV
SMILES string	Cc1ccc(C(C)C)c(OC[C@]2([C@@H](C)F)CC[C@@H](C(F)(F)c3cccc(C(F)(F)F)c3)OS2(=O)=O)c1

***

(2)
Below is a structure of composition C25H28GaN5O3S2, with properties calculated with the ωB97M-V functional and the def2-TZVPD basis.

Geometry as ORCA input:
```
! RIJCOSX wB97M-V def2-TZVPD def2/J DEFGRID3
* xyz 2 1
Ga -0.183 0.324 -0.069
O -2.585 1.200 -1.027
S -2.064 0.975 -2.378
O -1.737 2.106 -3.164
N -0.740 0.064 -1.965
C 0.223 -0.334 -2.853
C 0.122 -0.287 -4.228
C 1.125 -0.858 -5.026
C 2.216 -1.483 -4.477
C 2.382 -1.508 -3.077
C 3.460 -2.123 -2.408
C 3.536 -2.070 -1.038
C 2.563 -1.365 -0.328
N 1.521 -0.814 -0.918
C 1.393 -0.893 -2.258
C -3.210 -0.130 -3.167
C -3.957 0.292 -4.249
C -4.930 -0.558 -4.758
C -5.166 -1.783 -4.154
C -4.420 -2.186 -3.055
C -3.421 -1.359 -2.568
H -0.740 0.172 -4.689
H 1.017 -0.818 -6.100
H 2.954 -1.965 -5.102
H 4.219 -2.632 -2.980
H 4.341 -2.547 -0.499
H 2.634 -1.263 0.743
H -3.778 1.268 -4.671
H -5.504 -0.260 -5.621
H -5.932 -2.438 -4.539
H -4.624 -3.134 -2.582
H -2.785 -1.655 -1.744
C 2.063 1.565 2.798
N 1.890 0.239 3.359
C 2.932 -0.141 4.297
C 1.028 -0.625 2.813
O 0.552 -0.420 1.637
N 0.649 -1.732 3.473
C 0.529 -1.807 4.917
C -0.018 -2.800 2.760
H 2.379 2.235 3.596
H 1.121 1.928 2.388
H 2.825 1.572 2.013
H 3.892 0.194 3.899
H 2.978 -1.217 4.432
H 2.791 0.344 5.263
H 0.762 -0.854 5.379
H 1.178 -2.583 5.324
H -0.502 -2.066 5.167
H 0.321 -2.825 1.725
H -1.105 -2.676 2.773
H 0.228 -3.744 3.244
S -1.397 1.631 1.598
C -2.502 0.376 2.047
N -3.167 -0.286 1.078
C -3.976 -1.325 1.325
C -4.190 -1.749 2.614
C -3.599 -1.027 3.660
C -2.751 0.026 3.382
H -3.092 0.131 0.122
H -4.441 -1.791 0.468
H -4.826 -2.597 2.806
H -3.807 -1.296 4.684
H -2.281 0.581 4.178
*
```

Output
gap between HOMO and LUMO	7.01	eV
relative energy (zero: lowest compared OMol25 entry of this formula, charge and spin)	80.7	kJ/mol
E_LUMO	-6.652	eV

***

Among the records above, which one has the lowest E_LUMO?
C25H28GaN5O3S2